i | {
  "formula": "C3H9BrN",
  "method": "ωB97M-V/def2-TZVPD",
  "species": ["C", "C", "C", "N", "Br", "H", "H", "H", "H", "H", "H", "H", "H", "H"],
  "xyz": [[-0.165, 1.146, -1.121], [-0.199, -1.347, -0.390], [0.301, 0.106, -0.142], [-0.032, 0.193, 1.363], [2.452, -0.041, 0.101], [0.390, 2.145, -0.833], [-1.199, 1.308, -1.149], [0.178, 0.942, -2.098], [-0.343, -1.526, -1.409], [-1.242, -1.303, 0.021], [0.320, -2.202, 0.212], [0.063, 1.121, 1.951], [-1.054, -0.087, 1.665], [0.529, -0.455, 1.829]],
  "smiles": "CC(C)([NH3+])Br",
  "lumo_ev": -4.4,
  "homo_energy_ev": -14.776,
  "homo_lumo_gap_ha": 0.3810,
  "total_charge": 1
}

ii | {
  "formula": "C3H9BrN",
  "method": "ωB97M-V/def2-TZVPD",
  "species": ["C", "C", "C", "N", "Br", "H", "H", "H", "H", "H", "H", "H", "H", "H"],
  "xyz": [[-0.035, -1.544, 0.065], [-1.547, 0.622, -0.254], [1.640, 1.229, -0.026], [-0.424, -0.194, 0.376], [2.944, -0.174, -0.039], [-0.804, -1.988, -0.676], [0.975, -1.667, -0.253], [-0.061, -2.208, 0.907], [-1.498, 0.934, -1.373], [-2.439, -0.106, -0.359], [-1.651, 1.531, 0.429], [1.411, 1.646, -1.010], [1.632, 1.678, 0.979], [-0.143, 0.241, 1.235]],
  "lumo_ev": [-6.5, -6.6],
  "homo_energy_ev": [-14.250, -14.080],
  "homo_lumo_gap_ha": [0.2840, 0.2733],
  "total_charge": 1
}

Which one sits at the bottom of the stability order? ii does.

i | {
  "formula": "C3H7NOS",
  "method": "ωB97M-V/def2-TZVPD",
  "species": ["C", "C", "C", "N", "O", "S", "H", "H", "H", "H", "H", "H", "H"],
  "xyz": [[-1.679, 1.687, -0.100], [-1.277, 0.303, 0.294], [-0.671, 1.232, -0.749], [2.873, -1.014, -0.708], [2.419, 1.336, 0.287], [2.389, -0.080, 0.577], [2.220, -1.088, -1.476], [-2.207, 2.565, 0.111], [-0.482, 0.064, 1.027], [-1.957, -0.403, -0.067], [-0.021, 1.166, -1.547], [3.802, -1.403, -0.787], [1.140, -0.295, 0.326]],
  "lumo_ev": [0.6, -2.0],
  "homo_energy_ev": [-5.411, -9.367],
  "s2": 2.006,
  "homo_lumo_gap_ha": [0.2210, 0.2712],
  "spin_multiplicity": 3
}

ii | {
  "formula": "C3H7NOS",
  "method": "ωB97M-V/def2-TZVPD",
  "species": ["C", "C", "C", "N", "O", "S", "H", "H", "H", "H", "H", "H", "H"],
  "xyz": [[-0.051, -1.217, 0.399], [-0.032, 0.286, 0.285], [-0.654, 0.845, 1.659], [1.348, 0.634, -0.124], [-0.943, 1.987, 1.893], [1.732, 2.057, -0.989], [0.553, -1.682, -0.373], [-1.009, -1.654, 0.791], [-0.635, 0.719, -0.457], [-0.926, 0.067, 2.317], [2.073, 0.547, 0.648], [1.051, 1.575, -2.048], [0.641, -1.477, 1.259]],
  "lumo_ev": [0.8, -2.3],
  "homo_energy_ev": [-6.075, -8.704],
  "s2": 2.008,
  "homo_lumo_gap_ha": [0.2521, 0.2365],
  "spin_multiplicity": 3
}

Which one sits at the bottom of the stability order? i does.

i | {
  "formula": "H2N2O2S",
  "method": "ωB97M-V/def2-TZVPD",
  "species": ["N", "N", "O", "O", "S", "H", "H"],
  "xyz": [[0.292, -1.033, -0.465], [-1.644, 0.391, 0.166], [2.693, -0.621, 0.136], [0.986, 1.164, 0.636], [1.337, -0.159, 0.202], [-2.431, -0.346, 0.075], [-1.233, 0.604, -0.750]],
  "lumo_ev": [-1.0, -2.7],
  "homo_energy_ev": [-11.295, -11.316],
  "homo_lumo_gap_ha": [0.3774, 0.3172]
}

ii | {
  "formula": "H2N2O2S",
  "method": "ωB97M-V/def2-TZVPD",
  "species": ["N", "N", "O", "O", "S", "H", "H"],
  "xyz": [[-1.487, -1.098, 0.184], [-0.268, -1.051, -0.175], [-2.419, 1.237, -0.197], [0.275, 0.877, 0.096], [-2.743, -0.167, 0.046], [0.594, -1.089, 0.510], [-0.070, 1.474, -0.616]],
  "lumo_ev": [-1.2, -1.1],
  "homo_energy_ev": [-9.902, -9.590],
  "homo_lumo_gap_ha": [0.3186, 0.3111]
}

Which one sits at the bottom of the stability order? i does.

i | {
  "formula": "H2N2O2S",
  "method": "ωB97M-V/def2-TZVPD",
  "species": ["N", "N", "O", "O", "S", "H", "H"],
  "xyz": [[1.547, -0.848, 0.582], [0.413, -1.021, 0.854], [-0.358, 2.507, -1.499], [-1.089, 0.379, -0.531], [-0.119, 1.093, -1.398], [-0.512, -0.327, 0.512], [0.117, -1.783, 1.481]],
  "lumo_ev": [-1.5, -1.5],
  "homo_energy_ev": [-8.158, -8.152],
  "homo_lumo_gap_ha": [0.2445, 0.2442]
}

ii | {
  "formula": "H2N2O2S",
  "method": "ωB97M-V/def2-TZVPD",
  "species": ["N", "N", "O", "O", "S", "H", "H"],
  "xyz": [[-0.265, 0.217, 0.138], [0.785, -0.440, 0.147], [-3.113, 0.673, -0.105], [1.976, 0.258, -0.124], [-2.177, -0.467, 0.054], [1.095, -1.443, 0.291], [1.699, 1.202, -0.400]],
  "lumo_ev": [-0.5, -0.5],
  "homo_energy_ev": [-7.639, -7.649],
  "homo_lumo_gap_ha": [0.2607, 0.2614]
}

Which one sits at the bottom of the stability order? ii does.

i | {
  "formula": "C4H5IN2O",
  "method": "ωB97M-V/def2-TZVPD",
  "species": ["C", "C", "C", "C", "N", "N", "O", "I", "H", "H", "H", "H", "H"],
  "xyz": [[-1.205, 0.809, 0.066], [1.020, 1.621, -0.178], [-1.009, -0.440, 0.627], [0.035, -1.032, -0.555], [-0.210, 1.555, -0.155], [1.327, -0.309, -0.669], [1.990, 2.287, -0.208], [2.687, -0.963, 0.718], [-2.190, 1.160, -0.345], [-0.414, -0.451, 1.457], [-1.822, -1.169, 0.813], [0.237, -1.948, -0.053], [-0.445, -1.120, -1.516]],
  "lumo_ev": [-0.6, -0.6],
  "homo_energy_ev": [-8.203, -8.202],
  "homo_lumo_gap_ha": [0.2798, 0.2798]
}

ii | {
  "formula": "C4H5IN2O",
  "method": "ωB97M-V/def2-TZVPD",
  "species": ["C", "C", "C", "C", "N", "N", "O", "I", "H", "H", "H", "H", "H"],
  "xyz": [[0.192, -1.487, -1.016], [-0.671, 2.383, -0.663], [0.229, -1.223, 1.547], [0.563, -0.994, 0.095], [-0.195, -1.982, -2.022], [-0.772, 2.954, 0.393], [-0.629, 1.733, -1.624], [2.392, 0.175, -0.228], [-0.752, -1.832, 1.468], [1.084, -1.875, 1.913], [0.029, -0.166, 1.961], [-0.779, -1.585, -2.710], [-0.691, 3.900, 0.885]],
  "lumo_ev": 0.1,
  "homo_energy_ev": -8.313,
  "homo_lumo_gap_ha": 0.3084
}

Which one sits at the bottom of the stability order? i does.

i | {
  "formula": "C3H2Br2",
  "method": "ωB97M-V/def2-TZVPD",
  "species": ["C", "C", "C", "Br", "Br", "H", "H"],
  "xyz": [[-0.992, -1.189, 0.091], [-0.946, -0.125, 0.782], [-0.090, -0.075, -0.443], [2.038, 3.127, 1.358], [1.835, -0.087, -0.449], [-1.418, -2.129, -0.103], [-0.427, 0.479, -1.237]],
  "lumo_ev": [-3.3, -2.1],
  "homo_energy_ev": [-9.709, -10.576],
  "homo_lumo_gap_ha": [0.2345, 0.3129]
}

ii | {
  "formula": "C3H2Br2",
  "method": "ωB97M-V/def2-TZVPD",
  "species": ["C", "C", "C", "Br", "Br", "H", "H"],
  "xyz": [[0.128, 0.588, 0.444], [-0.233, 0.592, -0.853], [-1.156, 0.050, 0.147], [2.751, -1.553, 0.444], [-2.378, -1.419, 0.425], [0.855, 1.036, 1.209], [0.033, 0.706, -1.817]],
  "lumo_ev": -2.7,
  "homo_energy_ev": -7.564,
  "homo_lumo_gap_ha": 0.1803
}

Which one sits at the bottom of the stability order? i does.

i | {
  "formula": "C4H8O3",
  "method": "ωB97M-V/def2-TZVPD",
  "species": ["C", "C", "C", "O", "C", "O", "H", "H", "H", "H", "H", "H", "H", "H", "O"],
  "xyz": [[1.539, 0.485, -0.061], [0.058, 0.125, -0.165], [-0.823, 1.311, -0.362], [-1.979, 1.394, -0.038], [2.322, -0.676, 0.461], [2.839, -1.541, -0.188], [1.850, 0.902, -1.019], [1.620, 1.283, 0.679], [-0.098, -0.453, -1.089], [-0.322, -0.578, 0.568], [-0.379, 2.131, -0.917], [2.407, -0.740, 1.564], [-2.692, -0.607, -0.229], [-3.593, -1.556, 0.621], [-2.747, -1.481, 0.175]],
  "smiles": "O=CCCC=O.O",
  "lumo_ev": 0.7,
  "homo_energy_ev": -10.152,
  "homo_lumo_gap_ha": 0.3980
}

ii | {
  "formula": "C4H8O3",
  "method": "ωB97M-V/def2-TZVPD",
  "species": ["C", "C", "C", "C", "O", "O", "O", "H", "H", "H", "H", "H", "H", "H", "H"],
  "xyz": [[1.545, -1.092, -2.027], [0.627, -0.823, -1.118], [-1.688, 0.792, 0.397], [-0.311, 0.632, 1.056], [0.500, 1.523, 1.664], [-0.539, -0.476, 1.923], [0.598, 0.207, -0.147], [1.327, -1.887, -2.625], [2.471, -0.500, -2.071], [-0.188, -1.568, -1.194], [-2.435, 0.803, 1.212], [-1.847, 0.055, -0.308], [-1.522, 1.753, -0.187], [1.320, 1.539, 1.089], [0.143, -0.959, 2.337]],
  "smiles": "C=COC(C)(O)O",
  "lumo_ev": 0.8,
  "homo_energy_ev": -9.182,
  "homo_lumo_gap_ha": 0.3660
}

Which one sits at the bottom of the stability order? ii does.

i | {
  "formula": "C4H8O3",
  "method": "ωB97M-V/def2-TZVPD",
  "species": ["O", "C", "O", "C", "C", "C", "O", "H", "H", "H", "H", "H", "H", "H", "H"],
  "xyz": [[-1.441, 0.339, 2.802], [-0.678, 0.811, 1.925], [0.274, 1.735, 2.035], [-0.787, 0.257, 0.376], [0.497, -0.271, -0.258], [0.288, -0.911, -1.579], [1.401, -1.518, -2.256], [-0.046, 2.177, 2.964], [-1.468, 0.953, -0.209], [-1.544, -0.598, 0.476], [1.138, 0.629, -0.455], [1.017, -0.945, 0.328], [-0.483, -1.651, -1.457], [-0.206, -0.164, -2.234], [2.036, -0.844, -2.457]],
  "smiles": "O=C(O)CCCO",
  "lumo_ev": 0.5,
  "homo_energy_ev": -10.382,
  "homo_lumo_gap_ha": 0.4007
}

ii | {
  "formula": "C4H8O3",
  "method": "ωB97M-V/def2-TZVPD",
  "species": ["C", "O", "C", "O", "C", "C", "O", "H", "H", "H", "H", "H", "H", "H", "H"],
  "xyz": [[2.688, -0.092, 1.328], [1.592, 0.242, 1.705], [0.255, -0.492, -0.529], [0.498, -1.678, -0.573], [-1.040, 0.054, 0.022], [-1.716, 0.920, -1.038], [-1.877, -0.993, 0.425], [2.827, -0.855, 0.539], [3.601, 0.362, 1.751], [0.971, 0.257, -0.922], [-0.764, 0.682, 0.884], [-1.072, 1.757, -1.334], [-2.648, 1.325, -0.637], [-1.952, 0.320, -1.922], [-1.363, -1.808, 0.300]],
  "smiles": "C[C@@H](O)C=O.C=O",
  "lumo_ev": 0.5,
  "homo_energy_ev": -10.184,
  "homo_lumo_gap_ha": 0.3908
}

Which one sits at the bottom of the stability order? ii does.